1.
An isolated molecule of C25H35ClN4O5, computed with ωB97M-V/def2-TZVPD.

Structure (ORCA input):
```
! wB97M-V def2-TZVPD RIJCOSX def2/J DEFGRID3
* xyz 0 1
Cl 2.30 0.14 3.60
O -3.15 0.23 -3.77
O -0.76 -3.94 -4.21
O -0.29 3.49 3.10
O -0.95 0.14 1.13
O 0.81 0.15 -1.39
N -0.42 -2.87 -3.45
N -1.24 -0.74 -3.01
N 0.84 -1.26 1.10
N 0.75 1.98 -0.12
C 4.61 0.08 2.23
C -1.07 4.14 2.12
C -1.93 2.85 4.82
C -2.46 -4.71 -5.78
C -0.67 -2.59 2.48
C 3.48 1.04 -0.11
C 3.26 0.38 2.18
C 2.66 0.85 1.01
C 0.45 1.31 -1.26
C 4.83 0.74 -0.06
C -0.38 1.98 -2.33
C -1.90 -3.67 -4.88
C 0.14 -2.55 1.18
C -2.15 0.26 -3.09
C 0.37 3.34 0.19
C 1.20 1.17 1.00
C -0.77 -2.73 -0.03
C -0.91 2.41 3.77
C -1.33 -1.95 -3.66
C -1.83 1.46 -2.20
C 5.40 0.26 1.10
C -2.31 -2.41 -4.57
C -1.06 3.42 0.77
C 0.25 -0.07 1.07
C 1.22 -3.63 1.19
H -2.26 1.99 5.38
H 0.48 3.97 -0.69
H -0.01 -2.44 3.34
H -1.47 3.56 5.50
H -0.09 1.89 4.27
H -0.41 -0.63 -2.41
H 1.90 -3.49 2.03
H 6.45 0.03 1.14
H 0.03 1.70 -3.30
H -2.53 2.25 -2.47
H -1.73 3.94 0.09
H 5.43 0.89 -0.94
H -0.63 5.14 2.02
H -1.17 -3.55 2.58
H -3.37 -4.34 -6.24
H 0.77 -4.61 1.28
H 3.04 1.41 -1.02
H -2.68 -5.61 -5.21
H -1.74 -4.97 -6.55
H -1.29 -3.69 0.03
H -0.37 3.06 -2.25
H -1.41 -1.80 2.47
H -1.43 2.41 0.91
H 1.08 3.70 0.94
H -3.17 -1.87 -4.92
H -2.11 4.26 2.46
H -1.52 -1.94 -0.05
H -2.03 1.16 -1.17
H -0.20 -2.70 -0.95
H 1.79 -3.60 0.27
H 1.82 -1.30 0.87
H -1.38 1.72 3.06
H 5.04 -0.28 3.15
H 0.96 1.74 1.91
H -2.80 3.32 4.36
*
```

Computed properties:
- SMILES: CCOCCCN(C(=O)CCC(=O)Nc1cc(C)on1)[C@@H](C(=O)NC(C)(C)C)c1ccccc1Cl
- Molecular weight: 507.0 g/mol
- Energy above the lowest of the compared OMol25 structures with the same formula, charge and spin: 4.3 kcal per mole
- HOMO level: -0.3240 hartree
- Frontier orbital gap: 9.46 eV


2.
A cluster of 13 separate species, H26O13 in total, computed with ωB97M-V/def2-TZVPD.

Structure (ORCA input):
```
! wB97M-V def2-TZVPD RIJCOSX def2/J DEFGRID3
* xyz 0 1
O 1.70 2.33 1.41
O -1.04 1.22 1.70
O -0.75 -3.35 -0.70
O 0.33 0.03 -0.56
O 2.88 -0.20 1.82
O 0.27 2.52 -2.38
O 2.96 1.77 -1.76
O -2.42 -1.14 0.23
O 1.59 -1.55 -2.18
O 0.91 0.21 3.81
O 0.15 -1.96 1.35
O -2.24 0.93 -1.76
O -3.72 -1.88 -1.97
H -0.62 0.02 -0.78
H 3.20 2.61 -1.38
H -2.37 1.90 -1.71
H 1.31 -1.61 -3.06
H 0.05 0.45 4.14
H -4.55 -2.16 -1.57
H 1.04 -0.93 -1.69
H 2.03 1.57 0.94
H 1.02 0.23 2.83
H 3.50 -0.24 1.14
H 0.02 3.41 -2.06
H -0.29 -2.03 2.18
H 3.44 0.02 2.58
H -2.70 0.78 -2.58
H -2.94 -0.76 0.92
H -1.56 -1.34 0.62
H -3.11 -1.50 -1.31
H 0.36 -0.53 0.24
H -0.32 1.88 -1.91
H 2.02 1.71 -1.67
H 1.07 -2.22 1.54
H -0.32 1.51 1.17
H -0.38 -3.06 0.12
H 2.00 2.31 2.31
H -1.84 1.68 1.36
H -0.67 -2.64 -1.37
*
```

Computed properties:
- Molecular weight: 234.2 g/mol
- Energy above the lowest of the compared OMol25 structures with the same formula, charge and spin: 53.0 kcal per mole
- HOMO level: -0.3755 hartree
- Frontier orbital gap: 10.01 eV


3.
A cluster of 2 separate species, C5H11NO in total, computed with ωB97M-V/def2-TZVPD.

Structure (ORCA input):
```
! wB97M-V def2-TZVPD RIJCOSX def2/J DEFGRID3
* xyz -1 2
O -2.24 0.13 -1.40
N -1.35 0.36 1.13
C -0.70 -0.69 0.34
C -1.39 0.37 -0.46
C 0.84 -0.78 0.34
C 1.55 0.51 0.77
C 1.28 -1.20 -1.06
H 0.97 -0.43 -1.77
H 2.62 0.32 0.88
H 0.83 -2.15 -1.37
H 1.21 -1.56 1.03
H -2.99 2.60 0.64
H -0.84 1.33 -0.55
H -1.22 -1.63 0.54
H -3.48 2.09 0.44
H 2.34 -1.39 -1.24
H 1.41 1.28 0.02
H 1.16 0.86 1.71
*
```

Computed properties:
- Molecular weight: 101.1 g/mol
- Energy above the lowest of the compared OMol25 structures with the same formula, charge and spin: 65.7 kcal per mole
- <S²>: 0.756
- HOMO level (spin up / spin down): -0.0913 / -0.0840 hartree
- Frontier orbital gap (spin up / spin down): 6.53 / 6.33 eV


4.
An isolated molecule of C14H21NO2, computed with ωB97M-V/def2-TZVPD.

Structure (ORCA input):
```
! wB97M-V def2-TZVPD RIJCOSX def2/J DEFGRID3
* xyz 0 1
O 3.37 4.83 0.70
O 0.08 -1.73 -2.00
N 0.23 3.28 1.91
C -1.04 0.65 0.60
C -0.86 -0.56 -0.03
C 0.10 1.78 -1.16
C 1.63 3.31 1.51
C 0.46 -3.55 -0.33
C -0.18 -0.62 -1.24
C -0.25 -3.04 -1.60
C -0.72 3.14 0.81
C -1.76 -3.33 -1.39
C -0.47 -4.64 0.19
C -1.87 -4.09 -0.06
C 1.98 4.66 0.86
C 0.30 0.57 -1.80
C -0.57 1.84 0.06
H -2.15 -3.41 0.75
H -1.72 3.20 1.26
H -1.25 -1.45 0.43
H -0.29 -4.88 1.24
H 3.79 4.78 1.57
H 0.11 -3.62 -2.46
H 0.48 2.69 -1.61
H -2.62 -4.87 -0.11
H 1.54 5.47 1.46
H 0.55 -2.74 0.40
H -0.59 3.99 0.14
H 1.57 4.72 -0.15
H 2.23 3.21 2.42
H -2.33 -2.40 -1.39
H 0.09 2.51 2.55
H 1.46 -3.91 -0.55
H -2.13 -3.93 -2.21
H -0.32 -5.55 -0.40
H 1.91 2.50 0.82
H 0.82 0.52 -2.74
H -1.58 0.67 1.54
*
```

Computed properties:
- SMILES: OCCNCc1ccc(OC2CCCC2)cc1
- Molecular weight: 235.3 g/mol
- Energy above the lowest of the compared OMol25 structures with the same formula, charge and spin: 31.9 kcal per mole
- HOMO level: -0.3037 hartree
- Frontier orbital gap: 9.10 eV


5.
A structure of composition C47H38AsMgN2O6S, computed with ωB97M-V/def2-TZVPD.

Structure (ORCA input):
```
! wB97M-V def2-TZVPD RIJCOSX def2/J DEFGRID3
* xyz -1 1
As -3.39 0.90 -1.11
S -0.93 0.96 -3.40
Mg -0.37 0.99 -1.02
O 2.94 1.46 0.93
O 5.27 0.52 -1.59
O 1.53 0.53 -1.85
O 0.74 -0.49 2.59
O -0.24 -0.59 0.17
O -1.76 3.71 1.58
N -0.21 2.55 0.20
N 2.66 0.04 -1.26
C -6.09 4.05 -1.19
C 1.71 -1.89 0.03
C 4.39 -0.49 2.84
C -4.22 -3.21 1.10
C -7.17 3.64 -0.35
C 0.23 -4.17 0.00
C -0.98 3.14 0.90
C -3.95 -0.81 -0.28
C -3.67 0.80 -3.04
C -3.53 -0.94 1.04
C 1.85 1.44 3.41
C 3.57 -2.54 -3.86
C 2.88 2.02 4.11
C 0.36 3.17 4.13
C 2.84 -1.90 -2.89
C -4.95 3.29 -1.29
C -4.52 -3.15 -0.26
C 1.61 -4.24 0.09
C 1.95 0.13 2.57
C 2.36 -3.11 0.13
C 3.07 -0.82 3.14
C -5.13 0.80 -4.96
C 4.96 1.86 -1.91
C 2.40 0.43 1.16
C 5.16 -2.35 4.23
C -5.95 1.65 0.21
C -4.94 0.67 -3.61
C 4.74 -0.49 -2.36
C -2.55 1.03 -3.88
C 5.42 -1.29 3.35
C 3.78 -2.64 4.55
C 2.67 3.22 4.79
C 0.62 2.03 3.41
C 4.86 -2.05 -4.18
C 1.40 3.80 4.83
C 3.41 -0.83 -2.21
C -4.07 1.10 -5.77
C -4.42 -1.95 -0.97
C -2.76 1.17 -5.26
C -7.10 2.50 0.40
C -3.73 -2.08 1.74
C 5.46 -1.06 -3.43
C 0.29 -1.77 -0.03
C -4.94 2.01 -0.66
C -0.51 -2.97 -0.07
C 2.55 -0.67 0.07
C 2.74 -1.86 4.06
H 6.45 -0.65 -3.63
H 3.21 -3.43 -4.38
H -0.64 3.56 4.14
H -6.07 4.97 -1.68
H -5.81 0.59 -3.00
H -4.92 -3.98 -0.84
H 3.56 -3.26 5.42
H 1.76 -2.04 4.40
H -2.97 -0.09 1.35
H -4.68 -1.86 -2.00
H -0.28 -5.16 -0.08
H 5.72 2.24 -2.65
H -1.94 1.23 -5.98
H -4.32 -4.14 1.72
H 2.05 -5.20 0.24
H 0.18 -0.29 1.85
H 4.99 2.40 -0.96
H 3.20 0.87 -0.99
H -5.76 0.67 0.68
H 3.47 3.73 5.34
H 6.41 -1.00 3.03
H -6.14 0.86 -5.30
H 1.78 -2.09 -2.77
H 3.55 -0.99 0.30
H 5.97 -2.99 4.57
H -3.39 -2.13 2.79
H 3.80 1.47 4.11
H 3.99 1.98 -2.38
H 3.44 -3.13 0.19
H -8.01 4.34 -0.34
H -4.13 3.66 -1.92
H 5.34 -2.61 -5.01
H -0.19 1.60 2.89
H 1.14 4.65 5.38
H -7.89 2.21 1.15
H -1.58 -2.88 -0.05
H 4.59 0.32 2.16
H -4.24 1.28 -6.81
*
```

Computed properties:
- Molecular weight: 858.1 g/mol
- Energy above the lowest of the compared OMol25 structures with the same formula, charge and spin: 0.0 kcal per mole
- HOMO level: -0.1648 hartree
- Frontier orbital gap: 6.86 eV


6.
A cluster of 5 separate species, C2H14NO4S in total, computed with ωB97M-V/def2-TZVPD.

Structure (ORCA input):
```
! wB97M-V def2-TZVPD RIJCOSX def2/J DEFGRID3
* xyz 0 2
S -0.29 -2.21 -0.13
O -1.76 0.34 -2.07
O 2.54 -0.46 -0.27
O 1.83 1.82 1.57
O 0.68 -0.23 -2.76
N -0.48 1.20 0.54
C -0.75 0.00 1.35
C -1.50 -1.22 0.85
H 0.62 -0.93 -2.01
H -2.24 -0.49 -1.79
H -1.44 0.42 2.20
H 0.93 2.08 1.64
H -1.15 1.40 -0.20
H 1.63 0.15 -2.59
H 2.06 -1.31 -0.22
H -1.18 0.12 -2.80
H 1.88 1.41 2.40
H 0.35 0.94 -0.07
H -2.38 -0.98 0.22
H 0.15 -0.24 1.92
H -1.71 -1.93 1.76
H 2.21 0.13 0.49
*
```

Computed properties:
- Molecular weight: 148.2 g/mol
- Energy above the lowest of the compared OMol25 structures with the same formula, charge and spin: 13.6 kcal per mole
- <S²>: 0.753
- HOMO level (spin up / spin down): -0.3571 / -0.3488 hartree
- Frontier orbital gap (spin up / spin down): 10.17 / 6.66 eV


7.
A structure of composition C3H11N3P, computed with ωB97M-V/def2-TZVPD.

Structure (ORCA input):
```
! wB97M-V def2-TZVPD RIJCOSX def2/J DEFGRID3
* xyz 1 1
P 0.27 -1.05 -0.69
N 0.10 1.10 0.00
N 0.90 1.95 0.65
N -1.98 0.91 -1.14
C 2.06 -1.15 -0.26
C -0.77 -1.85 0.64
C -1.05 1.51 -0.39
H 0.45 2.67 1.17
H -0.98 -1.18 1.38
H 2.39 -0.77 0.66
H -1.78 -1.84 0.21
H 2.68 -0.72 -0.94
H -1.84 0.04 -1.64
H 2.34 -2.20 -0.31
H -0.25 -2.78 0.95
H -2.89 1.27 -1.38
H 1.64 1.47 1.08
H -1.29 2.62 0.00
*
```

Computed properties:
- Molecular weight: 120.1 g/mol
- Energy above the lowest of the compared OMol25 structures with the same formula, charge and spin: 30.2 kcal per mole
- HOMO level: -0.4606 hartree
- Frontier orbital gap: 7.92 eV


8.
A cluster of 2 separate species, C5H5NO in total, computed with ωB97M-V/def2-TZVPD.

Structure (ORCA input):
```
! wB97M-V def2-TZVPD RIJCOSX def2/J DEFGRID3
* xyz 0 1
O 0.10 0.25 2.25
N -1.71 0.84 0.06
C 0.83 0.03 1.35
C -1.57 -0.45 -0.54
C 1.91 -0.37 0.67
C 2.15 -0.16 -0.62
C -0.51 0.65 -0.40
H 3.09 -0.39 -1.12
H -2.05 1.23 0.92
H -2.05 -0.59 -1.50
H 1.33 0.29 -1.20
H -1.52 -1.32 0.12
*
```

Computed properties:
- Molecular weight: 95.1 g/mol
- Energy above the lowest of the compared OMol25 structures with the same formula, charge and spin: 144.1 kcal per mole
- HOMO level: -0.3211 hartree
- Frontier orbital gap: 8.61 eV